{
  "formula": "C37H43BrF6N8O4PS2Ta",
  "method": "ωB97M-V/def2-TZVPD",
  "orbital_gap_ev": 7.29,
  "total_charge": 2,
  "lumo_energy_ha": -0.2351,
  "homo_ev": -13.691,
  "relative_energy_kcal_mol": 0.0,
  "species": ["Ta", "C", "C", "C", "C", "N", "C", "N", "C", "N", "C", "N", "C", "C", "C", "C", "C", "N", "C", "C", "C", "C", "C", "C", "H", "H", "H", "H", "H", "H", "H", "H", "H", "H", "H", "H", "F", "C", "F", "F", "S", "O", "O", "N", "S", "O", "O", "C", "F", "F", "F", "C", "C", "C", "C", "P", "N", "C", "C", "C", "C", "C", "C", "C", "C", "H", "H", "H", "H", "H", "H", "H", "H", "H", "H", "H", "H", "H", "H", "H", "H", "H", "H", "H", "H", "H", "H", "H", "H", "H", "H", "H", "Br", "C", "C", "C", "C", "N", "C", "H", "H", "H", "H"],
  "coordinates": [[0.22, 1.14, 0.00], [0.86, 3.20, -3.81], [-0.13, 2.76, -4.70], [-1.09, 1.90, -4.25], [-1.10, 1.49, -2.91], [-0.07, 1.80, -2.09], [0.86, 2.68, -2.55], [-2.24, 0.87, -2.48], [-2.62, 0.89, -1.25], [-1.88, 1.18, -0.11], [-2.78, 1.33, 0.95], [-2.56, 1.58, 2.19], [-1.34, 1.51, 2.81], [-1.34, 1.73, 4.20], [-0.20, 1.53, 4.93], [0.96, 1.08, 4.27], [0.90, 0.91, 2.92], [-0.21, 1.16, 2.17], [-4.13, 1.06, 0.46], [-5.35, 1.09, 1.11], [-6.47, 0.73, 0.36], [-6.36, 0.36, -0.98], [-5.13, 0.36, -1.63], [-4.02, 0.70, -0.88], [1.62, 3.91, -4.10], [-0.14, 3.11, -5.73], [-1.91, 1.58, -4.87], [1.65, 2.96, -1.87], [-2.27, 2.03, 4.65], [-0.19, 1.69, 5.99], [1.87, 0.87, 4.80], [1.78, 0.57, 2.38], [-5.43, 1.38, 2.15], [-7.44, 0.73, 0.83], [-7.25, 0.09, -1.53], [-5.04, 0.10, -2.68], [-2.12, 5.34, 1.81], [-0.80, 5.29, 1.90], [-0.45, 4.35, 2.78], [-0.31, 6.46, 2.28], [-0.12, 4.83, 0.25], [-0.55, 3.44, 0.08], [-0.59, 5.78, -0.69], [1.45, 4.92, 0.44], [2.42, 3.74, 0.62], [1.71, 2.44, 0.85], [3.46, 3.68, -0.34], [3.22, 3.98, 2.27], [3.97, 2.90, 2.50], [3.96, 5.06, 2.24], [2.29, 4.08, 3.21], [2.05, -4.47, 0.48], [1.97, -2.96, 0.16], [2.70, -2.19, 1.28], [2.74, -2.70, -1.14], [0.22, -2.33, -0.01], [0.30, -0.67, -0.02], [-0.82, -2.84, 1.47], [-2.07, -1.96, 1.57], [-0.02, -2.60, 2.76], [-1.24, -4.32, 1.42], [-0.57, -2.86, -1.63], [-0.30, -4.33, -1.97], [-2.10, -2.67, -1.53], [-0.08, -1.96, -2.77], [3.10, -4.75, 0.44], [1.53, -5.08, -0.25], [1.68, -4.71, 1.47], [3.77, -2.33, 1.15], [2.44, -2.54, 2.28], [2.50, -1.12, 1.22], [3.79, -2.92, -0.96], [2.67, -1.67, -1.47], [2.42, -3.35, -1.95], [-1.80, -0.92, 1.64], [-2.58, -2.23, 2.50], [-2.78, -2.11, 0.76], [0.38, -1.59, 2.82], [0.79, -3.31, 2.90], [-0.71, -2.72, 3.60], [-1.95, -4.52, 0.62], [-1.75, -4.54, 2.36], [-0.41, -5.01, 1.34], [-0.62, -5.01, -1.19], [0.74, -4.52, -2.21], [-0.88, -4.56, -2.87], [-2.57, -3.40, -0.88], [-2.51, -2.80, -2.53], [-2.37, -1.67, -1.20], [0.94, -2.18, -3.08], [-0.15, -0.91, -2.52], [-0.73, -2.13, -3.64], [3.81, -0.49, -4.74], [3.79, 0.00, -2.93], [4.94, 0.02, -2.16], [4.82, 0.36, -0.83], [3.58, 0.70, -0.32], [2.46, 0.71, -1.07], [2.58, 0.34, -2.35], [5.90, -0.24, -2.59], [5.68, 0.38, -0.18], [3.48, 1.00, 0.71], [1.68, 0.30, -2.95]],
  "mulliken_charge": [1.826, -1.143, -0.615, -1.161, 0.181, 0.515, 0.008, -0.255, -1.102, 1.798, -0.121, -0.314, -0.257, -0.722, -0.894, -0.912, -0.116, 1.589, -0.284, -0.405, -0.720, -0.785, -0.422, 0.963, 0.582, 0.519, 0.639, 0.214, 0.635, 0.490, 0.632, -0.162, 0.604, 0.459, 0.473, 0.567, -0.201, 0.595, -0.104, -0.211, 1.271, -1.009, -0.628, -0.606, 1.199, -0.956, -0.674, 0.631, -0.187, -0.190, -0.167, -2.025, 2.070, -2.323, -0.970, -0.127, 0.595, 2.635, -2.703, -2.041, -1.786, 2.514, -1.992, -2.061, -2.187, 0.543, 0.316, 0.381, 0.584, 0.355, 0.481, 0.751, -0.385, 0.316, 0.898, 0.735, 0.252, 0.382, 0.322, 0.676, 0.361, 0.525, 0.300, 0.334, 0.407, 0.525, 0.380, 0.652, 0.185, 0.315, 0.294, 0.728, -0.101, 0.009, -0.627, -1.411, 0.100, 0.808, -0.690, 0.505, 0.648, 0.272, 0.207]
}

{
  "formula": "C37H43BrMnN4Si",
  "method": "ωB97M-V/def2-TZVPD",
  "orbital_gap_ev": [6.63, 6.53],
  "lumo_energy_ha": [-0.0060, -0.0061],
  "homo_ev": [-6.796, -6.697],
  "multiplicity": 2,
  "species": ["Mn", "C", "C", "N", "C", "C", "C", "C", "C", "C", "C", "N", "C", "C", "C", "C", "C", "C", "C", "C", "N", "C", "H", "H", "H", "H", "H", "H", "H", "H", "H", "H", "H", "H", "C", "C", "C", "C", "Si", "Br", "C", "C", "C", "C", "C", "C", "C", "C", "H", "H", "H", "H", "H", "H", "H", "H", "H", "H", "H", "H", "H", "H", "H", "H", "H", "H", "H", "H", "H", "H", "H", "H", "H", "H", "H", "N", "C", "C", "C", "C", "C", "C", "C", "H", "H", "H", "H"],
  "coordinates": [[1.46, 0.52, -0.73], [-0.43, 3.63, -2.96], [0.19, 2.45, -2.62], [0.60, 2.18, -1.36], [0.41, 3.12, -0.39], [-0.22, 4.36, -0.67], [-0.64, 4.60, -1.99], [-0.37, 5.29, 0.37], [0.06, 4.97, 1.65], [0.66, 3.75, 1.94], [0.87, 2.79, 0.93], [1.45, 1.55, 1.00], [2.16, 0.95, 2.02], [2.40, 1.38, 3.34], [3.09, 0.59, 4.24], [3.57, -0.66, 3.90], [3.42, -1.13, 2.58], [3.93, -2.37, 2.14], [3.76, -2.73, 0.81], [3.10, -1.88, -0.05], [2.58, -0.70, 0.34], [2.73, -0.32, 1.65], [-0.74, 3.79, -3.98], [0.38, 1.67, -3.35], [-1.12, 5.53, -2.25], [-0.81, 6.25, 0.17], [-0.07, 5.69, 2.44], [0.95, 3.58, 2.96], [2.07, 2.35, 3.68], [3.25, 0.97, 5.24], [4.09, -1.27, 4.62], [4.45, -3.02, 2.82], [4.16, -3.66, 0.44], [2.96, -2.13, -1.10], [-2.43, -3.98, -1.71], [-3.30, -2.83, -1.19], [-4.45, -3.43, -0.38], [-3.88, -2.13, -2.42], [-2.32, -1.55, -0.07], [-0.35, -1.12, -1.42], [-3.16, 0.22, 0.08], [-2.58, 1.06, 1.22], [-4.66, 0.09, 0.35], [-2.95, 1.03, -1.20], [-1.58, -2.28, 1.59], [-0.98, -3.66, 1.34], [-0.46, -1.40, 2.14], [-2.68, -2.41, 2.65], [-3.04, -4.62, -2.35], [-2.03, -4.59, -0.92], [-1.60, -3.60, -2.30], [-5.07, -4.06, -1.01], [-5.09, -2.67, 0.06], [-4.07, -4.06, 0.43], [-4.41, -2.85, -3.04], [-3.08, -1.70, -3.02], [-4.57, -1.34, -2.15], [-2.76, 0.61, 2.19], [-3.05, 2.04, 1.21], [-1.51, 1.22, 1.10], [-4.85, -0.52, 1.23], [-5.19, -0.36, -0.49], [-5.09, 1.07, 0.52], [-1.91, 1.33, -1.30], [-3.54, 1.94, -1.15], [-3.23, 0.49, -2.10], [-0.26, -3.64, 0.53], [-1.74, -4.40, 1.11], [-0.46, -4.00, 2.24], [0.30, -1.21, 1.38], [0.03, -1.91, 2.97], [-0.82, -0.44, 2.51], [-3.44, -3.12, 2.33], [-3.16, -1.46, 2.85], [-2.25, -2.78, 3.58], [7.63, 1.67, -4.71], [6.68, 1.55, -4.09], [5.48, 1.37, -3.35], [4.65, 0.29, -3.65], [3.48, 0.10, -2.94], [3.11, 0.95, -1.89], [3.95, 2.04, -1.63], [5.12, 2.25, -2.33], [4.92, -0.38, -4.45], [2.85, -0.74, -3.21], [3.70, 2.74, -0.84], [5.76, 3.09, -2.10]],
  "mulliken_charge": [-0.734, -0.894, -0.509, 1.105, -0.151, 0.963, -0.945, -0.920, -1.083, -0.932, 0.547, 1.380, 1.176, -0.973, -1.061, -0.979, 0.958, -0.845, -0.978, -0.260, 0.689, -0.465, 0.435, 0.451, 0.463, 0.437, 0.407, 0.384, 0.289, 0.415, 0.449, 0.456, 0.443, 0.364, -1.764, 2.259, -1.734, -1.952, -0.569, -0.524, 2.818, -1.921, -1.993, -1.695, 2.620, -2.213, -1.888, -1.665, 0.551, 0.322, 0.316, 0.518, 0.314, 0.322, 0.600, 0.306, 0.343, 0.372, 0.644, 0.153, 0.371, 0.373, 0.540, 0.083, 0.594, 0.239, 0.385, 0.443, 0.530, -0.223, 0.704, 0.274, 0.332, 0.314, 0.493, -0.572, -0.005, 0.437, -0.795, 0.118, -0.030, -0.041, -0.823, 0.447, 0.402, 0.340, 0.447]
}

{
  "formula": "C37H43EuNO2P",
  "method": "ωB97M-V/def2-TZVPD",
  "orbital_gap_ev": [5.14, 5.76],
  "total_charge": -1,
  "lumo_energy_ha": [0.0859, 0.0858],
  "homo_ev": [-2.807, -3.430],
  "relative_energy_kcal_mol": 22.7,
  "multiplicity": 8,
  "species": ["O", "C", "C", "H", "H", "C", "H", "H", "C", "H", "H", "H", "C", "H", "H", "H", "Eu", "C", "C", "C", "H", "C", "C", "H", "H", "H", "H", "C", "C", "C", "H", "C", "C", "H", "H", "H", "H", "O", "C", "C", "H", "H", "C", "H", "H", "C", "H", "H", "H", "H", "N", "P", "C", "C", "C", "C", "C", "C", "C", "C", "C", "C", "C", "C", "C", "C", "C", "C", "C", "C", "H", "H", "H", "H", "H", "H", "H", "H", "H", "H", "H", "H", "H", "H", "H"],
  "coordinates": [[-3.69, 3.34, -1.78], [-3.38, 4.47, -2.71], [-4.84, 4.70, -3.12], [-2.70, 4.15, -3.52], [-2.96, 5.37, -2.22], [-5.11, 3.62, -2.04], [-5.07, 4.49, -4.16], [-5.18, 5.71, -2.82], [-5.92, 2.36, -2.34], [-5.43, 1.70, -3.07], [-6.93, 2.65, -2.68], [-6.06, 1.80, -1.39], [-5.76, 4.42, -0.91], [-5.22, 5.37, -0.78], [-5.78, 3.87, 0.04], [-6.79, 4.66, -1.20], [-0.54, 0.60, 0.29], [0.59, 1.10, 3.13], [1.64, 1.55, 2.29], [1.15, 2.61, 1.47], [2.66, 1.16, 2.28], [-0.22, 2.83, 1.82], [-0.56, 1.87, 2.83], [-1.53, 1.76, 3.31], [0.68, 0.33, 3.89], [1.73, 3.19, 0.75], [-0.90, 3.55, 1.37], [-1.22, -2.15, 1.40], [-1.74, -1.12, 2.23], [-2.67, -0.36, 1.47], [-1.48, -0.96, 3.28], [-2.71, -0.92, 0.14], [-1.77, -2.00, 0.10], [-1.55, -2.64, -0.75], [-0.57, -2.98, 1.70], [-3.24, 0.49, 1.83], [-3.32, -0.56, -0.68], [-2.66, 1.56, -4.28], [-2.18, 0.97, -3.01], [-1.10, 1.89, -2.39], [-1.74, -0.04, -3.19], [-3.04, 0.80, -2.34], [-0.52, 2.54, -3.68], [-0.20, 1.37, -1.95], [-1.63, 2.59, -1.71], [-1.60, 2.42, -4.81], [0.29, 1.83, -3.95], [-0.04, 3.51, -3.53], [-1.17, 1.98, -5.73], [-2.04, 3.41, -5.06], [1.25, -0.68, 0.32], [2.28, -1.73, 0.86], [2.71, -1.76, 2.66], [1.77, -2.23, 3.59], [2.00, -2.13, 4.96], [3.17, -1.54, 5.43], [4.16, -1.14, 4.53], [3.93, -1.27, 3.15], [1.95, -3.52, 0.59], [2.33, -4.52, 1.50], [1.99, -5.86, 1.28], [1.26, -6.19, 0.14], [0.99, -5.23, -0.84], [1.36, -3.90, -0.63], [3.95, -1.68, 0.14], [4.36, -0.57, -0.61], [5.66, -0.53, -1.13], [6.53, -1.59, -0.88], [6.12, -2.72, -0.19], [4.81, -2.77, 0.29], [0.86, -2.71, 3.25], [1.25, -2.52, 5.67], [3.32, -1.39, 6.50], [5.11, -0.73, 4.89], [4.73, -1.00, 2.47], [2.91, -4.28, 2.38], [2.29, -6.63, 2.00], [0.89, -7.21, 0.00], [0.47, -5.50, -1.76], [1.18, -3.14, -1.39], [3.65, 0.24, -0.79], [5.98, 0.34, -1.71], [7.55, -1.54, -1.25], [6.79, -3.57, -0.02], [4.46, -3.68, 0.77]],
  "mulliken_charge": [-0.315, 0.106, -0.958, -0.373, 0.285, 1.523, 0.325, 0.333, -1.610, 0.281, 0.402, 0.377, -1.694, 0.385, 0.351, 0.410, 0.896, -0.292, -0.195, -1.102, 0.558, -0.615, -1.110, 0.529, 0.541, 0.384, 0.596, -0.443, -0.824, -0.677, 0.433, -0.652, -0.995, 0.402, 0.828, 0.428, 0.794, -0.449, 0.339, 0.267, 0.407, -0.432, -0.915, 0.163, 0.116, -0.694, 0.411, 0.337, 0.368, 0.313, 0.035, 0.732, 0.704, -0.202, -0.888, -0.545, -0.631, -0.420, 0.562, -0.467, -0.840, -0.440, -0.681, -0.385, -0.324, -0.364, -0.586, -0.413, -0.787, -0.083, 0.303, 0.368, 0.338, 0.364, 0.332, 0.434, 0.375, 0.363, 0.374, 0.431, 0.408, 0.374, 0.357, 0.400, 0.261]
}

{
  "formula": "C37H43N5S6W",
  "method": "ωB97M-V/def2-TZVPD",
  "orbital_gap_ev": [5.06, 4.44],
  "total_charge": 4,
  "lumo_energy_ha": [-0.4548, -0.4776],
  "homo_ev": [-17.434, -17.434],
  "relative_energy_kcal_mol": 23.5,
  "multiplicity": 3,
  "species": ["W", "C", "C", "S", "C", "C", "S", "C", "C", "S", "C", "C", "S", "H", "H", "H", "H", "H", "H", "H", "H", "H", "H", "H", "H", "H", "H", "H", "H", "C", "C", "C", "C", "C", "C", "N", "N", "C", "C", "C", "C", "C", "N", "H", "H", "H", "H", "H", "H", "H", "H", "H", "S", "C", "N", "C", "C", "N", "C", "C", "C", "C", "C", "C", "C", "C", "S", "C", "C", "C", "C", "C", "C", "C", "H", "H", "H", "H", "H", "H", "H", "H", "H", "H", "H", "H", "H", "H", "H", "H", "H", "H"],
  "coordinates": [[-0.51, -0.81, 1.43], [-3.39, -2.29, 3.61], [-3.85, -2.47, 2.18], [-3.31, -0.97, 1.26], [-3.93, -1.21, -0.44], [-3.27, -2.33, -1.22], [-1.46, -2.46, -0.95], [-1.39, -4.20, -0.38], [-0.03, -4.53, 0.21], [0.55, -3.37, 1.50], [0.21, -4.18, 3.11], [-1.19, -3.98, 3.61], [-1.57, -2.18, 3.78], [-3.72, -3.12, 4.23], [-3.78, -1.37, 4.03], [-4.94, -2.52, 2.14], [-3.43, -3.35, 1.70], [-3.74, -0.23, -0.90], [-5.00, -1.36, -0.37], [-3.41, -2.16, -2.29], [-3.71, -3.30, -0.98], [-1.56, -4.83, -1.26], [-2.20, -4.36, 0.33], [0.74, -4.47, -0.56], [-0.02, -5.54, 0.63], [0.93, -3.73, 3.79], [0.43, -5.24, 2.99], [-1.29, -4.41, 4.61], [-1.94, -4.42, 2.95], [4.93, -2.47, 3.26], [4.33, -1.80, 4.32], [3.09, -1.23, 4.16], [2.42, -1.28, 2.92], [3.06, -1.94, 1.85], [4.28, -2.54, 2.03], [1.19, -0.62, 2.79], [1.00, 0.18, 3.77], [-0.14, 0.87, 3.85], [-0.34, 1.71, 4.96], [-1.50, 2.43, 5.04], [-2.42, 2.32, 4.00], [-2.16, 1.48, 2.93], [-1.04, 0.74, 2.84], [5.90, -2.93, 3.38], [4.83, -1.74, 5.27], [2.61, -0.74, 4.99], [2.61, -1.96, 0.87], [4.74, -3.05, 1.20], [0.44, 1.74, 5.71], [-1.69, 3.09, 5.88], [-3.34, 2.88, 4.01], [-2.86, 1.42, 2.12], [1.27, -0.48, -0.29], [0.91, 0.68, -1.50], [1.72, 0.84, -2.54], [1.28, 1.67, -3.65], [0.51, 2.88, -3.14], [-0.53, 2.46, -2.22], [-1.71, 3.30, -2.17], [-2.59, 3.22, -3.40], [-2.49, 2.18, -4.33], [-3.32, 2.16, -5.43], [-4.28, 3.16, -5.62], [-4.39, 4.18, -4.68], [-3.54, 4.22, -3.59], [-0.29, 1.46, -1.38], [-1.36, 1.06, -0.11], [3.04, 0.25, -2.64], [4.09, 1.34, -2.51], [4.99, 1.57, -3.54], [6.00, 2.51, -3.38], [6.06, 3.27, -2.21], [5.15, 3.04, -1.18], [4.16, 2.09, -1.34], [0.66, 1.06, -4.32], [2.15, 2.00, -4.22], [0.05, 3.40, -3.98], [1.18, 3.58, -2.63], [-1.39, 4.34, -2.05], [-2.30, 3.03, -1.28], [-1.77, 1.39, -4.20], [-3.24, 1.36, -6.16], [-4.92, 3.15, -6.49], [-5.13, 4.96, -4.82], [-3.62, 5.03, -2.88], [3.14, -0.25, -3.61], [3.16, -0.49, -1.84], [4.95, 0.99, -4.45], [6.73, 2.65, -4.16], [6.79, 4.05, -2.12], [5.22, 3.61, -0.27], [3.45, 1.92, -0.54]],
  "mulliken_charge": [-0.354, -0.944, -0.644, 0.376, -0.810, -1.053, 0.327, -0.629, -1.334, 0.510, -1.151, -0.828, 0.314, 0.566, 0.468, 0.610, 0.077, 0.220, 0.707, 0.617, 0.524, 0.555, 0.315, 0.423, 0.626, 0.321, 0.707, 0.593, 0.474, -0.495, -0.893, -0.414, 0.538, 0.508, -1.528, 1.186, -0.638, 0.237, -0.569, -0.585, -1.095, 0.124, 0.538, 0.484, 0.462, 0.555, 0.457, 0.516, 0.609, 0.502, 0.529, 0.475, -0.279, 0.485, 0.288, -0.608, -0.739, 0.340, -1.466, 0.859, -0.047, -0.803, -0.515, -0.670, -0.606, 0.264, -0.325, -1.154, 0.714, -0.386, -0.665, -0.483, -0.793, -0.129, 0.274, 0.504, 0.510, 0.389, 0.466, 0.450, 0.340, 0.442, 0.442, 0.439, 0.454, 0.495, 0.283, 0.436, 0.438, 0.436, 0.447, 0.386]
}

no.,energy (eV)
1,-178027.436
2,-154269.092
3,-73267.459
4,-113317.508